No. 1
Molecular formula: C22H43BBrF3N4O5P
Method: DFT, ωB97M-V/def2-TZVPD

CARTESIAN COORDINATES (ANGSTROEM)
C: 3.252581 1.187826 0.281874
C: 2.684486 0.755252 -0.911553
C: 1.788085 1.737138 -1.665869
C: 2.718562 2.961769 -1.995741
C: 2.605360 3.431700 -3.468300
N: 3.902862 3.362572 -4.175301
O: 0.771507 2.120779 -0.764686
C: -0.598909 1.880722 -1.129746
C: -1.362903 2.020763 0.221950
C: -2.498637 1.094676 0.694035
C: -3.758639 0.926892 -0.132976
Br: -1.883538 -0.619183 1.496416
C: -0.932770 3.012430 -2.202103
O: -0.100440 4.113711 -2.220707
C: -0.144713 5.115103 -1.238986
N: -0.186709 4.668223 0.190580
C: 0.876562 4.775423 0.782470
O: 1.949952 4.781227 1.291136
B: -1.219125 6.312512 -1.449710
C: -1.967655 6.932420 -0.201628
O: -1.472509 6.789023 -2.699444
C: -2.418939 3.278813 -2.446902
F: -3.012546 2.199855 -2.913466
F: -2.491259 4.157609 -3.457638
F: -3.098091 3.830688 -1.450638
P: -0.937851 0.176515 -1.886141
N: 0.218050 -0.910599 -1.182227
O: -0.506499 0.209950 -3.491631
H: 2.837863 0.865386 1.230144
H: 4.082116 1.884514 0.226710
H: 2.839049 -0.247900 -1.300823
H: 1.489159 1.357695 -2.639408
H: 3.763616 2.678953 -1.881252
H: 2.553871 3.786303 -1.308549
H: 1.814641 2.917186 -4.014871
H: 2.331225 4.485714 -3.421697
H: 3.788387 2.703470 -4.935583
H: 4.080984 4.238868 -4.645764
H: -1.752164 3.021305 0.373903
H: -0.602915 1.935459 0.997829
H: -2.859721 1.591956 1.589442
H: -4.483650 0.411818 0.499916
H: -4.222166 1.870625 -0.409258
H: -3.653051 0.315114 -1.021293
H: -0.669925 2.503593 -3.134727
H: 0.809926 5.658033 -1.336569
H: -2.424183 7.870439 -0.518882
H: -1.307301 7.112812 0.643421
H: -2.755047 6.268794 0.161127
H: -2.397203 7.054099 -2.707042
H: 0.493669 -0.518127 -0.287100
H: -0.255141 -1.793428 -1.060615
H: -0.136854 -0.645541 -3.734233
C: -0.808642 -7.918363 3.286967
C: -1.291717 -6.524602 3.696841
C: -1.148301 -5.475349 2.594657
N: 0.117492 -4.637447 2.632355
C: -0.076130 -3.483568 3.561393
C: 1.369736 -5.400386 3.003777
C: 1.829279 -6.013456 1.701387
C: 1.654484 -4.854545 0.725495
C: 0.408706 -4.112552 1.215869
H: 0.278773 -7.997825 3.269906
H: -1.174419 -8.665903 3.988967
H: -1.180481 -8.185447 2.296865
H: -0.817403 -6.205075 4.627227
H: -2.357613 -6.607344 3.913946
H: -1.968884 -4.761728 2.657716
H: -1.205278 -5.947863 1.616447
H: -0.257626 -3.869561 4.562070
H: -0.925739 -2.902817 3.211190
H: 0.821949 -2.872219 3.548344
H: 2.098853 -4.671809 3.357040
H: 1.168810 -6.101039 3.807733
H: 1.198958 -6.857439 1.416426
H: 2.857754 -6.364239 1.750832
H: 1.556445 -5.192183 -0.303942
H: 2.517340 -4.189608 0.766082
H: -0.460216 -4.298084 0.591169
H: 0.576281 -3.039705 1.274844

Atomic forces in eV per Å
-0.127 -0.380 -1.016
-0.252 0.081 0.332
4.004 1.257 -0.739
-0.391 -0.270 -0.779
0.426 1.070 0.615
-0.527 -0.386 -0.312
-0.806 -0.706 0.062
1.038 0.778 0.136
0.084 -1.002 0.408
-0.510 1.175 -0.109
-0.417 -1.052 0.147
-0.025 -0.046 -0.249
-0.177 -1.935 -0.426
0.138 0.036 0.609
-0.095 1.797 0.302
0.598 0.220 0.033
2.175 -0.837 0.312
-2.527 0.255 -0.626
-0.451 -0.408 0.621
0.088 -0.010 -0.569
0.062 -0.898 0.122
1.314 1.253 -1.336
-0.704 -1.101 0.586
-0.062 0.611 -0.340
-0.485 -0.142 0.843
-1.951 -1.163 -0.149
0.024 1.128 -0.434
0.510 0.644 0.491
1.513 -1.414 0.299
-1.267 1.666 0.457
-1.630 -0.637 0.893
-0.703 -0.279 0.289
0.023 -0.118 0.126
-0.221 0.007 0.076
-0.042 -0.099 0.050
-0.282 -0.010 -0.214
0.339 -0.168 0.003
0.080 0.143 0.083
-0.090 0.086 -0.380
0.201 0.051 -0.093
0.244 -0.067 0.274
-0.098 0.026 0.000
0.332 0.257 0.071
0.260 0.081 -0.136
-0.012 0.263 -0.212
0.072 -0.279 -0.428
-0.100 0.110 0.256
0.053 0.054 0.054
-0.013 -0.100 0.012
0.039 0.684 -0.295
0.363 -0.311 0.057
-0.141 0.002 0.333
0.157 -0.028 -0.102
0.145 0.039 0.145
-0.078 -0.271 -0.226
-0.092 -0.166 0.330
0.204 0.410 -0.348
-0.094 -0.179 0.008
-0.002 -0.257 -0.037
0.001 -0.038 -0.103
0.115 0.018 -0.129
0.148 0.041 -0.038
-0.006 -0.039 -0.035
0.019 0.002 0.002
-0.037 0.005 0.012
-0.062 0.072 0.010
-0.001 0.154 0.033
0.092 0.108 -0.122
0.112 -0.065 0.020
-0.027 0.058 0.018
-0.010 0.042 0.082
-0.006 0.008 0.040
-0.066 0.070 -0.017
-0.102 0.056 0.006
0.008 -0.025 0.068
-0.017 -0.016 0.063
-0.073 0.051 -0.001
0.009 -0.028 0.020
-0.098 0.053 0.127
-0.112 0.008 0.062

The net charge is +1. For the LUMO energy, the calculation gives -2.3 eV.

=====

No. 2
Molecular formula: C22H43Br4N5O2
Method: DFT, ωB97M-V/def2-TZVPD

CARTESIAN COORDINATES (ANGSTROEM)
C: -1.682766 -3.679763 0.573786
O: -2.517836 -2.809603 0.173566
N: -1.109056 -4.592973 -0.224884
C: -0.312826 -5.698263 0.374656
C: -1.410786 -4.661003 -1.622094
H: -1.391846 -3.784783 1.630446
H: 0.148344 -5.459683 1.333046
H: 0.443744 -6.070013 -0.316354
H: -1.039806 -6.478203 0.601136
H: -1.816746 -3.687513 -1.897064
H: -0.459056 -4.719593 -2.150184
H: -2.114016 -5.469833 -1.820484
C: -3.894146 3.064737 -3.243814
O: -4.907786 3.067267 -2.556074
N: -3.728006 3.390517 -4.562104
C: -2.417426 3.430017 -5.232254
C: -4.858666 4.049857 -5.292004
H: -2.948586 2.664717 -2.846194
H: -2.423126 3.024607 -6.244034
H: -1.593286 3.000627 -4.662594
H: -2.233716 4.494137 -5.380624
H: -5.306186 3.294297 -5.937734
H: -5.695716 4.367757 -4.670394
H: -4.584786 4.836767 -5.994744
C: 4.038834 1.941577 3.593086
C: 4.344164 2.181917 2.125326
C: 3.107564 2.155697 1.210076
C: 2.031454 3.103527 1.502826
N: 1.199754 3.919647 1.720376
H: 3.119864 2.414167 3.939846
H: 4.837564 2.307267 4.238366
H: 3.900684 0.898637 3.878226
H: 4.887554 1.338497 1.699316
H: 4.980894 3.052847 1.969856
H: 2.706614 1.158177 1.389766
H: 3.311534 2.099097 0.140816
C: 1.956884 -1.809893 1.619196
C: 2.452024 -3.102523 2.292596
C: 3.902774 -3.209173 2.748066
C: 4.912954 -3.233333 1.643516
N: 5.742834 -3.295333 0.762946
H: 0.869064 -1.836673 1.682606
H: 2.233594 -1.646583 0.577626
H: 2.333194 -0.911253 2.108006
H: 2.350024 -3.914973 1.573136
H: 1.815424 -3.284213 3.158536
H: 4.044744 -4.066553 3.405966
H: 4.153444 -2.348683 3.368406
C: 0.885474 -1.954183 -2.208384
C: 2.231584 -1.955893 -2.848064
C: 3.087064 -3.220453 -2.495524
C: 2.423004 -4.517393 -2.704854
N: 1.982944 -5.554913 -2.824804
H: 0.366514 -0.999473 -2.293804
H: 1.003554 -1.958573 -1.124804
H: 0.118644 -2.677763 -2.484974
H: 2.898734 -1.165453 -2.504244
H: 2.065764 -1.914643 -3.924594
H: 3.367214 -3.206183 -1.442234
H: 4.008974 -3.124463 -3.069094
Br: -1.623446 1.190067 -1.319444
C: -1.166436 0.329977 0.371236
C: -1.378946 1.228777 1.597286
Br: -1.147126 0.214767 3.233676
H: -0.186416 -0.126893 0.233646
H: -1.659996 -0.640283 0.426926
H: -2.343896 1.735147 1.573876
H: -0.603806 1.994967 1.611576
Br: -5.675746 7.812147 3.908596
C: -4.916416 6.028887 4.266146
C: -3.901106 5.711257 3.170356
Br: -3.494546 3.769037 3.277086
H: -5.778056 5.368817 4.366066
H: -4.564956 5.862957 5.284496
H: -3.045546 6.362097 3.350716
H: -4.332366 5.921687 2.191666

Atomic forces in eV per Å
-2.263 1.825 -1.307
2.354 -2.041 1.194
1.156 -0.219 1.549
-1.129 0.132 -0.214
0.307 0.775 -0.229
-0.018 0.188 -0.046
0.007 0.518 -0.171
-0.114 0.176 -0.053
0.255 -0.485 -0.124
-0.460 -0.239 -0.012
-0.206 -0.699 -0.251
0.137 -0.001 -0.345
0.062 -0.756 0.080
0.731 0.499 -1.160
-1.235 0.907 -0.132
-0.653 1.099 0.160
-0.042 -1.401 -0.366
0.001 0.196 0.060
-0.327 -0.491 0.170
-0.367 -0.112 0.187
0.559 0.119 0.004
-0.050 -0.207 -0.133
0.594 0.082 0.496
0.590 0.220 0.492
-0.143 0.019 0.664
0.054 -0.264 -0.777
-0.476 -0.790 0.474
-2.477 3.113 0.554
2.838 -2.962 -0.693
-0.023 0.362 -0.214
0.055 0.075 -0.113
0.094 -0.241 -0.412
0.516 -0.024 0.329
-0.271 0.162 0.047
-0.472 -0.096 0.094
0.278 0.623 0.015
0.333 0.027 0.263
0.125 -0.125 -0.892
0.729 0.903 -0.128
3.720 -0.582 -4.010
-4.569 0.441 4.681
0.009 0.323 -0.087
0.159 -0.553 -0.096
-0.210 -0.013 0.472
-0.565 -0.215 0.100
0.060 -0.167 -0.029
0.069 -0.205 -0.301
0.104 0.173 0.057
-0.950 1.270 1.631
0.458 -1.531 -0.337
-0.589 0.461 -0.224
1.321 2.080 0.011
-1.001 -1.750 -0.184
0.108 0.278 -0.604
-0.054 -0.644 0.253
0.651 -0.322 -0.259
-0.482 0.476 -0.226
0.536 0.162 -0.119
0.030 0.149 0.101
0.017 -0.523 -0.015
0.149 -0.190 0.594
0.060 -1.314 0.303
0.745 0.174 -1.250
-0.121 -0.014 -0.085
0.708 1.105 0.234
-1.256 0.442 -0.009
0.008 -0.404 0.165
-0.162 0.026 0.138
0.407 -0.419 0.427
-0.754 -0.696 0.248
-0.912 0.005 0.711
0.085 0.980 -0.012
-0.139 -0.043 -1.136
0.793 1.050 -0.044
0.335 -0.598 -0.246
0.183 -0.282 0.085

For the LUMO energy, the calculation gives 0.2 eV. Its SMILES is CN(C)C=O.CN(C)C=O.BrCCBr.BrCCBr.CCCC#N.CCCC#N.CCCC#N.

=====

No. 3
Molecular formula: C22H43Cl3NOPPt
Method: DFT, ωB97M-V/def2-TZVPD

CARTESIAN COORDINATES (ANGSTROEM)
C: -0.781964 0.813489 -2.180301
C: -1.497964 -0.331286 -2.539393
C: -0.636295 -1.474443 -2.426586
C: -2.903407 -0.392005 -3.028251
C: 0.631029 -1.056502 -2.025089
C: 0.558793 0.393692 -1.725279
C: 1.771245 1.212922 -1.950786
C: -1.324774 2.160909 -2.347551
C: -1.051205 -2.855617 -2.789493
C: 1.840881 -1.888629 -2.001028
Pt: 0.338400 0.458653 0.631295
Cl: -2.115032 0.053253 0.624378
Cl: -0.003664 2.775898 0.561037
Cl: 0.413086 -1.922454 0.808135
H: -3.394449 0.571293 -2.887770
H: -3.469425 -1.160005 -2.475879
H: -2.931982 -0.654202 -4.098845
H: -1.954806 -3.143592 -2.222043
H: -0.251133 -3.567875 -2.569543
H: -1.304859 -2.919498 -3.864057
H: 1.761216 -2.658137 -1.223489
H: 2.718632 -1.281125 -1.787348
H: 1.986870 -2.384684 -2.969066
H: 2.580312 0.824172 -1.321961
H: 1.578209 2.247367 -1.671530
H: 2.081911 1.145235 -3.005548
H: -2.309360 2.223800 -1.870505
H: -1.450137 2.409662 -3.410978
H: -0.683715 2.894055 -1.863157
O: 2.326140 0.805570 1.033964
H: 2.526524 1.691600 0.673307
C: 0.046464 -2.703224 4.248205
C: -0.365663 -1.288377 4.714631
C: -1.783896 -1.022566 4.167087
C: -0.384756 -1.240569 6.252282
P: 0.870221 -0.061899 4.053035
N: 0.268606 0.243308 2.552231
C: 0.735633 1.688002 4.700287
C: 1.347136 1.803294 6.102339
C: 1.429835 2.718676 3.780430
C: -0.758110 2.044288 4.697020
C: 2.647970 -0.733087 3.905942
C: 2.807361 -1.937141 2.965643
C: 3.410953 0.387093 3.252253
C: 3.147328 -1.107219 5.303793
H: -0.752962 -3.400909 4.536178
H: 0.980246 -3.022046 4.735444
H: 0.142463 -2.716933 3.151535
H: -2.439559 -1.849146 4.487650
H: -2.219075 -0.090158 4.549905
H: -1.776605 -0.986416 3.068353
H: 0.614826 -1.411297 6.676723
H: -0.794925 -0.298348 6.642162
H: -1.040222 -2.057572 6.588748
H: 2.443331 1.712439 6.075657
H: 1.106527 2.812497 6.471499
H: 0.934231 1.067974 6.807813
H: 1.066310 2.621255 2.745332
H: 1.149771 3.724770 4.129553
H: 2.521972 2.647292 3.808694
H: -1.165214 1.898296 3.686476
H: -1.333040 1.465802 5.429478
H: -0.865727 3.109197 4.952780
H: 2.254830 -1.743798 2.031813
H: 3.871951 -2.042477 2.716807
H: 2.448393 -2.873945 3.398922
H: 3.621826 1.203656 3.934155
H: 4.354511 0.021796 2.849780
H: 2.728568 0.696398 2.167074
H: 2.653971 -2.012463 5.695255
H: 4.216699 -1.341368 5.208969
H: 3.028550 -0.301189 6.038926

Atomic forces in eV per Å
2.699 -0.210 0.799
0.783 -3.843 -0.278
-2.819 1.533 -1.006
-0.049 -0.192 0.182
0.026 2.272 0.463
-1.598 -0.800 -0.783
0.612 0.183 -0.014
0.026 0.686 0.182
-0.300 -0.136 0.073
0.427 -0.226 -0.028
-1.363 -0.585 -1.957
-1.366 0.033 -0.270
-0.075 2.370 -0.088
-0.100 -2.515 -0.408
-0.122 -0.090 -0.032
0.086 0.249 -0.139
-0.080 0.046 0.150
0.319 -0.049 -0.148
-0.168 -0.038 -0.022
0.070 -0.099 0.252
0.016 0.141 -0.119
0.073 -0.069 0.067
0.028 -0.016 -0.040
0.007 0.274 -0.157
0.161 0.118 -0.036
0.083 0.228 0.026
0.074 0.036 0.017
0.002 -0.012 -0.034
-0.073 0.077 -0.100
1.749 1.049 -2.290
-0.100 -0.446 0.398
0.033 0.295 0.111
-0.101 -0.141 0.963
0.089 0.059 -0.128
-0.171 -0.384 0.054
-0.681 0.243 -4.859
-0.049 -0.111 4.221
0.511 0.045 0.753
-0.148 0.363 0.222
-0.070 -0.150 -0.233
-0.107 0.160 0.019
0.126 -0.199 1.289
-0.561 0.150 -0.178
-0.233 0.340 0.182
0.385 -0.393 0.221
0.100 0.106 0.014
-0.330 0.011 -0.217
0.073 -0.089 0.323
0.192 0.080 0.035
0.149 -0.296 -0.228
-0.046 0.109 0.273
-0.214 0.080 -0.009
0.138 -0.220 -0.116
0.082 0.122 0.147
-0.348 -0.016 -0.017
0.098 -0.159 0.124
0.164 0.209 -0.111
0.252 0.042 0.334
-0.071 -0.174 0.070
-0.449 0.024 -0.078
0.045 -0.057 0.312
0.091 0.106 -0.145
0.099 -0.156 0.046
0.359 -0.248 0.393
-0.101 0.069 0.197
0.118 0.082 -0.150
0.166 0.147 0.270
0.246 -0.194 0.060
1.022 0.093 1.155
0.050 0.192 -0.009
-0.036 0.048 0.181
0.098 -0.158 -0.150

Its multiplicity is 5. The net charge is -2. For the LUMO energy (alpha / beta), the calculation gives 4.7 / 4.6 eV.